[1]
{"formula": "C2H3NS3", "method": "ωB97M-V/def2-TZVPD", "total_energy_ha": -1327.26052, "relative_energy_kcal_mol": 35.22, "max_force_ev_per_a": 2.131, "mol_weight_g_mol": 137.254, "symbols": ["C", "C", "H", "H", "H", "N", "S", "S", "S"], "coordinates": [[0.424572, 1.264127, -0.052149], [0.482760, -1.286714, -0.131687], [-2.074134, -0.119269, 1.099197], [-0.417721, 1.952819, -0.006989], [-0.410233, -1.988428, -0.370055], [-0.119871, 0.005045, -0.072240], [-1.872743, 0.020474, -0.213034], [1.945337, 1.820406, -0.146775], [2.042029, -1.668462, -0.106264]], "forces_ev_per_a": [[0.2826, 0.7409, -0.1107], [-1.8286, 0.1265, -1.0867], [-0.2596, -0.0244, 0.1820], [0.3192, 0.2826, 0.0374], [1.8579, 0.6797, 0.6494], [-0.4017, -1.1237, -0.1060], [0.7088, -0.2462, 0.1137], [-0.2965, -0.4660, 0.1084], [-0.3821, 0.0306, 0.2125]], "lowdin_charge": [-0.805, -0.767, -0.114, 0.021, 0.063, -0.563, 0.830, 0.652, 0.683]}

[2]
{"formula": "C2H3NdO", "method": "ωB97M-V/def2-TZVPD", "total_energy_ha": -713.80078, "s2": 3.8352, "relative_energy_kcal_mol": 24.79, "multiplicity": 4, "max_force_ev_per_a": 2.748, "total_charge": 2, "mol_weight_g_mol": 187.285, "symbols": ["O", "C", "C", "H", "H", "H", "Nd"], "coordinates": [[0.002663, 0.799878, -0.075071], [0.306389, 0.027156, -0.910475], [0.631675, -0.980086, -1.659626], [1.677130, -1.290145, -1.700012], [-1.665057, 0.967902, 4.125872], [-0.158852, -1.554452, -2.145737], [-0.793945, 2.029745, 2.365049]], "forces_ev_per_a": [[-0.7552, 1.9441, 1.7888], [0.4748, -2.1222, -0.5928], [-0.1794, 0.4055, 0.3858], [-0.2164, 0.1545, -0.2112], [0.8814, 0.8831, -1.7001], [0.2451, 0.2190, -0.0915], [-0.4502, -1.4839, 0.4210]], "lowdin_charge": [-0.047, -0.227, 0.117, 0.117, -0.120, 0.117, 2.042]}